A | Formula: C5H8
Source: OMol25
Level of theory: wB97M-V/def2-TZVPD

Calculated values
**HOMO level**: -9.339 eV
**Kohn-Sham gap**: 10.5 eV

```
13
Properties=species:S:1:pos:R:3:nbo_charge:R:1
C -0.028 -0.402 1.163 -0.6209
C -1.599 0.099 -1.002 -0.4428
C -0.458 0.695 -1.261 0.0464
C 0.815 0.732 -0.953 -0.2735
C 1.193 -0.071 0.306 -0.4218
H -0.341 -1.456 1.071 0.2063
H 0.100 -0.184 2.215 0.2109
H -1.689 -0.930 -1.336 0.2148
H -2.425 0.481 -0.405 0.2166
H -0.788 0.317 0.832 0.2250
H 1.610 1.210 -1.514 0.2205
H 1.702 -0.987 -0.022 0.2092
H 1.907 0.496 0.906 0.2093
```


B | Formula: C5H8
Source: OMol25
Level of theory: wB97M-V/def2-TZVPD

Calculated values
**HOMO level**: -9.931 eV
**Kohn-Sham gap**: 11.1 eV

```
13
Properties=species:S:1:pos:R:3:nbo_charge:R:1
C -0.380 1.397 -0.223 -0.5880
C -0.106 0.028 0.417 -0.3027
C -1.101 -1.027 -0.084 -0.5878
C 1.294 -0.370 0.197 0.0160
C 2.459 -0.639 0.053 -0.2695
H 0.442 2.093 -0.034 0.2194
H -0.496 1.295 -1.307 0.2076
H -1.302 1.830 0.180 0.2086
H -0.234 0.125 1.504 0.2244
H -2.121 -0.743 0.199 0.2085
H -0.888 -2.014 0.339 0.2173
H -1.061 -1.107 -1.176 0.2084
H 3.495 -0.868 -0.066 0.2379
```


C | Formula: C5H8
Source: OMol25
Level of theory: wB97M-V/def2-TZVPD

Calculated values
**HOMO level (alpha / beta)**: -8.608 / -8.612 eV
**Kohn-Sham gap (alpha / beta)**: 8.3 / 8.3 eV

```
13
Properties=species:S:1:pos:R:3:nbo_charge:R:1
C -0.570 -0.809 0.924 -0.4002
C 0.594 0.195 0.771 -0.3844
C 0.965 0.827 -1.733 0.0281
C 0.024 0.546 -0.648 -0.4249
C -0.819 -0.748 -0.598 -0.4029
H -1.399 -0.371 1.489 0.2022
H -0.325 -1.784 1.355 0.2076
H 0.673 1.014 1.490 0.2117
H 1.563 -0.310 0.697 0.2053
H 1.588 1.666 -1.344 0.0829
H -0.606 1.451 -0.560 0.2562
H -1.858 -0.688 -0.937 0.2073
H -0.310 -1.551 -1.142 0.2109
```


D | Formula: C5H8
Source: OMol25
Level of theory: wB97M-V/def2-TZVPD

Calculated values
**HOMO level**: -9.219 eV
**Kohn-Sham gap**: 10.4 eV

```
13
Properties=species:S:1:pos:R:3:nbo_charge:R:1
C -0.192 -1.054 -0.256 -0.3977
C 1.217 -0.444 0.231 -0.4548
C 0.901 1.053 -0.123 -0.2022
C -0.400 1.225 0.017 -0.2025
C -1.244 0.046 0.174 -0.4592
H -0.354 -1.251 -1.448 0.2173
H -0.428 -2.053 0.329 0.2056
H 2.075 -0.917 -0.452 0.2160
H 1.383 -0.599 1.389 0.2178
H 1.742 1.784 -0.325 0.2214
H -0.854 2.204 -0.191 0.2045
H -2.108 0.055 -0.584 0.2167
H -1.738 -0.048 1.238 0.2169
```


The least stable of the structures above is C, whereas B is the most stable.